No. 1
ORCA calculation (ωB97M-V/def2-TZVPD) on a cluster of 2 separate species, C2H2O3S in total at a distorted geometry.

Kohn-Sham gap (spin up / spin down): 8.90 / 5.83 eV
spin multiplicity: 3
HOMO energy (spin up / spin down): -0.3017 / -0.3697 Eh
energy above the lowest of the compared OMol25 structures with the same formula, charge and spin: 17.4 kcal/mol
<S²>: 2.01
energy: -701.1304 a.u.
total charge: 0

The geometry in XYZ format:
```
8
C2H2O3S | OMol25 | ωB97M-V/def2-TZVPD
C -0.76415 -0.71495 0.18557
C -1.17083 -1.79194 -0.25511
O -0.35507 0.31266 0.42438
O 2.99399 -0.75354 1.08289
O 2.67001 -0.88503 -1.36898
S 2.16000 -1.10865 -0.01941
H -1.29117 -1.99840 -1.26052
H -1.25199 -2.57543 0.47098
```

No. 2
ORCA calculation (ωB97M-V/def2-TZVPD) on an isolated molecule of C11H12N2O2 at a distorted geometry.

Kohn-Sham gap: 8.06 eV
spin multiplicity: 1
HOMO energy: -0.2754 Eh
energy above the lowest of the compared OMol25 structures with the same formula, charge and spin: 120.4 kcal/mol
energy: -686.2119 a.u.
total charge: 0

The geometry in XYZ format:
```
27
C11H12N2O2 | OMol25 | ωB97M-V/def2-TZVPD
C -3.45066 0.31404 0.13982
C -2.73670 0.73285 1.28828
C -2.85360 -0.42264 -0.82221
C -1.41479 0.42276 1.39789
C -1.51021 -0.81184 -0.70254
C -0.77871 -0.31047 0.37820
C 1.71710 1.33959 1.19527
C 1.54487 0.00401 1.41455
C 1.32369 1.87735 -0.03894
C 0.69032 -0.66799 0.44907
C 2.36818 -2.12360 -0.22987
N 1.29364 0.77160 -0.90864
N 0.76592 0.64379 -2.11863
O 1.07885 3.03178 -0.35774
O 0.99441 -1.79493 -0.15012
H -4.34321 0.79064 -0.27415
H -3.15267 1.33201 2.08192
H -3.35225 -0.54644 -1.77807
H -0.87753 0.63802 2.24360
H -0.93476 -1.18599 -1.54261
H 2.21795 2.11887 1.84792
H 1.98244 -0.45287 2.29711
H 3.03607 -1.55054 -0.88253
H 2.49758 -3.10204 -0.64155
H 2.83090 -2.22689 0.74985
H -0.08008 1.19766 -2.36435
H 1.14322 -0.01873 -2.67156
```

No. 3
ORCA calculation (ωB97M-V/def2-TZVPD) on the ion C2F6N with charge -1.

Kohn-Sham gap: 8.07 eV
spin multiplicity: 1
HOMO energy: -0.1355 Eh
energy: -730.1619 a.u.
total charge: -1

The geometry in XYZ format:
```
9
C2F6N | OMol25 | ωB97M-V/def2-TZVPD
F 0.92834 -1.89683 0.17250
N 1.36998 -0.63722 0.81316
C 0.67429 0.29516 0.13404
F 1.12406 0.63897 -1.21159
F 0.80694 1.50569 0.79082
C -0.85005 0.05978 -0.11579
F -1.48254 1.23336 -0.35169
F -1.10938 -0.71391 -1.17175
F -1.46164 -0.48500 0.94029
```

No. 4
ORCA calculation (ωB97M-V/def2-TZVPD) on a cluster of 3 separate species, C34H42Cl2F8IN4O3 in total at a distorted geometry.

Kohn-Sham gap: 7.37 eV
spin multiplicity: 1
HOMO energy: -0.4340 Eh
energy: -3782.1511 a.u.
total charge: +1

The geometry in XYZ format:
```
94
C34H42Cl2F8IN4O3 | OMol25 | ωB97M-V/def2-TZVPD
C 2.60722 3.62961 -3.98393
C 1.28784 3.85787 -4.83186
C -0.02171 3.35661 -4.09426
N -0.05557 1.87592 -4.01116
O -0.87369 1.43923 -2.96131
C -0.45230 0.14798 -2.63512
O 0.03265 -0.55954 -3.47480
C -0.63319 -0.45369 -1.21295
C -1.78203 -1.31133 -0.93474
C -2.87350 -1.70261 -1.99734
Cl -3.63693 -0.26303 -2.78001
C -2.32618 -2.78633 -3.03940
C -2.45838 -4.19944 -2.29418
Cl -3.42557 -2.90150 -4.50180
C -1.91848 -1.87086 0.39332
N -1.02119 -1.58297 1.40349
C -1.30500 -2.25236 2.69593
C -2.20758 -1.38542 3.68669
C -2.05885 0.17669 3.53505
I -1.99373 -2.06276 5.75447
C 0.06610 -0.75293 1.25265
C 1.08957 -0.36406 2.34895
F 1.36412 1.01213 2.38635
F 0.78498 -0.68542 3.65616
C 2.44010 -1.11650 2.01877
C 2.39303 -2.49127 1.52462
C 3.60431 -3.23628 1.20833
C 4.89341 -2.56407 1.37504
C 4.93714 -1.17759 1.86688
C 6.34811 -0.50376 2.00302
F 6.52963 0.36856 0.96561
F 6.44677 0.10013 3.22206
F 7.33507 -1.46024 1.89461
C 3.72186 -0.42647 2.20881
C 0.29797 -0.18055 -0.08854
C 1.50790 0.72738 -0.45912
C 1.02863 2.26448 -0.57142
O -0.23297 2.44912 0.06175
C 2.12460 3.27111 -0.09082
F 1.93953 4.49022 -0.71113
F 2.10318 3.49686 1.27049
F 3.40337 2.83353 -0.37081
H 2.33463 3.49401 -2.90355
H 3.20950 2.74692 -4.32000
H 3.26956 4.54228 -4.01398
H 1.21122 4.95570 -5.07551
H 1.41076 3.34100 -5.82851
H -0.86958 3.66857 -4.77907
H -0.20470 3.88204 -3.12400
H -0.44751 1.54651 -4.89633
H -3.69489 -2.22897 -1.43261
H -1.26451 -2.59432 -3.32763
H -1.67185 -4.92463 -2.61089
H -3.50397 -4.56220 -2.48205
H -2.41360 -3.96573 -1.19333
H -2.79027 -2.53635 0.59853
H -0.37766 -2.63997 3.20474
H -1.91166 -3.19120 2.48184
H -3.27271 -1.63607 3.41324
H -1.93630 0.53773 2.48330
H -1.26356 0.53638 4.23711
H -3.01935 0.63526 3.91135
H 1.39468 -2.98831 1.41523
H 3.48015 -4.28004 0.84324
H 5.83063 -3.12610 1.13768
H 3.79079 0.62731 2.56769
H 1.89849 0.46895 -1.48371
H 2.33689 0.72319 0.28469
H 0.85734 2.47994 -1.66218
H -0.12482 2.64223 1.01102
C -1.29150 8.65828 -0.61239
C -1.04263 7.19834 -0.24950
C -0.60113 6.35355 -1.44780
C -1.65559 6.36403 -2.49628
N -2.47105 6.37050 -3.30654
H -2.10319 8.76010 -1.33572
H -1.57492 9.22690 0.27489
H -0.39367 9.11543 -1.03624
H -1.95589 6.77905 0.18174
H -0.27075 7.15004 0.52302
H -0.42290 5.32276 -1.13535
H 0.32686 6.74455 -1.87133
C -2.45301 -6.91078 4.09062
C -2.84830 -7.55778 2.76692
C -1.88895 -7.21084 1.62332
C -1.87415 -5.74260 1.39935
N -1.86175 -4.60457 1.22675
H -2.48014 -5.81971 4.03041
H -3.14493 -7.20822 4.87960
H -1.44633 -7.21350 4.39001
H -3.86253 -7.24326 2.50669
H -2.87126 -8.64214 2.89335
H -2.20450 -7.70575 0.70279
H -0.87572 -7.54493 1.85705
```

No. 5
ORCA calculation (ωB97M-V/def2-TZVPD) on a cluster of 2 separate species, C4H9O2 in total at a distorted geometry.

Kohn-Sham gap: 7.84 eV
spin multiplicity: 1
HOMO energy: -0.1406 Eh
energy above the lowest of the compared OMol25 structures with the same formula, charge and spin: 8.7 kcal/mol
energy: -308.3310 a.u.
total charge: -1

The geometry in XYZ format:
```
15
C4H9O2 | OMol25 | ωB97M-V/def2-TZVPD
C 1.12486 -0.39171 -0.92010
C 2.59070 -0.33454 -0.56414
H 0.46474 -0.29063 -0.03119
H 0.75185 0.43918 -1.53760
H 0.78791 -1.31080 -1.40468
H 2.75698 0.30932 0.29570
H 3.28963 0.02117 -1.32187
H 2.85018 -1.36182 -0.28093
C -2.11328 1.11180 0.84858
C -2.11645 -0.43646 0.78591
O -3.19397 -0.99397 0.51199
O -1.00370 -1.02963 0.98212
H -1.78189 1.38365 1.86189
H -3.09598 1.51803 0.63639
H -1.31158 1.36639 0.13794
```

No. 6
ORCA calculation (ωB97M-V/def2-TZVPD) on an isolated molecule of C10H12N2S at a distorted geometry.

Kohn-Sham gap: 8.98 eV
spin multiplicity: 1
HOMO energy: -0.3092 Eh
energy above the lowest of the compared OMol25 structures with the same formula, charge and spin: 22.3 kcal/mol
energy: -895.9112 a.u.
total charge: 0
SMILES string: NC1=N[C@H](C2CC2)Cc2ccsc21

The geometry in XYZ format:
```
25
C10H12N2S | OMol25 | ωB97M-V/def2-TZVPD
C 0.00881 -1.40366 -1.38267
C 0.22942 -0.21069 0.73263
C -0.51576 0.95557 0.11277
C -0.33245 1.04955 -1.37231
C -0.41088 2.18950 -2.20659
C -0.05411 1.96175 -3.49894
C -0.04414 -0.10445 -2.09451
C -0.19563 -0.40079 2.14590
C 0.71119 -1.11045 3.13781
C 0.47872 0.37339 3.29468
H -0.12701 -3.34776 -1.50462
H -0.68236 -2.59252 -2.89067
H 1.35546 -0.08928 0.78445
H -1.57772 0.86764 0.28370
H -0.26469 1.91066 0.64770
H -0.72768 3.16004 -1.87879
H -0.21320 2.66212 -4.37755
H -1.28138 -0.57807 2.22301
H 1.73086 -1.43072 2.80446
H 0.25682 -1.75531 3.91460
H -0.11566 0.76015 4.15988
H 1.33198 0.98429 2.92752
N 0.02109 -2.59411 -2.13269
N 0.11288 -1.49489 -0.07818
S 0.30544 0.23803 -3.75157
```

No. 7
ORCA calculation (ωB97M-V/def2-TZVPD) on a structure of composition C22H24F6N5PPt at a distorted geometry.

Kohn-Sham gap (spin up / spin down): 7.88 / 4.93 eV
spin multiplicity: 6
HOMO energy (spin up / spin down): -0.7038 / -0.7154 Eh
energy above the lowest of the compared OMol25 structures with the same formula, charge and spin: 16.1 kcal/mol
<S²>: 8.84
energy: -2185.2196 a.u.
total charge: +3

The geometry in XYZ format:
```
59
C22H24F6N5PPt | OMol25 | ωB97M-V/def2-TZVPD
Pt -0.02783 -2.30734 -2.30016
C 1.54535 -2.02430 4.59096
C 0.27436 -1.29882 4.11492
C -0.96456 -1.91167 4.80542
C 0.36886 0.18891 4.46403
C 0.10289 -1.50970 2.63087
C 0.01328 -2.79926 2.10100
C -0.19428 -3.01194 0.70867
N -0.29053 -2.00625 -0.13290
C -0.13231 -0.72469 0.31979
C 0.02657 -0.46860 1.70621
C -0.07066 0.27951 -0.67321
C 0.09904 1.65371 -0.39267
C 0.25501 2.59238 -1.42084
C 0.24417 2.08252 -2.71900
C 0.04670 0.70338 -2.96179
N -0.12940 -0.14918 -1.96946
C 0.41821 4.07009 -1.17252
C -0.81324 4.76490 -1.80242
C 1.69943 4.57476 -1.85678
C 0.46696 4.38967 0.32448
H 1.66013 -1.87353 5.66267
H 2.43859 -1.64342 4.09248
H 1.50556 -3.10185 4.41871
H -0.88774 -1.73763 5.87757
H -1.02889 -2.99192 4.65748
H -1.89015 -1.45529 4.44811
H 0.45675 0.28726 5.54369
H -0.52796 0.73882 4.16346
H 1.25670 0.65740 4.02915
H 0.10500 -3.66837 2.74100
H -0.28505 -4.01573 0.30937
H 0.11030 0.54938 2.05488
H 0.11750 1.98986 0.63256
H 0.39236 2.73357 -3.57119
H 0.03553 0.31119 -3.97187
H -0.86114 4.61547 -2.88317
H -0.73537 5.83659 -1.62409
H -1.74463 4.40770 -1.35803
H 1.66683 4.46898 -2.94281
H 2.58631 4.04893 -1.49893
H 1.82125 5.63474 -1.64205
H -0.44542 4.07966 0.84237
H 0.55151 5.46712 0.44699
H 1.34030 3.94596 0.81172
F 1.64630 -3.46036 -1.94622
P 3.08891 -2.32339 -2.20862
F 4.07537 -1.18160 -2.50361
F 3.86920 -3.12727 -1.15111
F 2.34856 -1.45910 -1.02555
F 1.85524 -1.59636 -3.22192
F 3.44666 -3.22655 -3.40225
N -1.99324 -2.49397 -2.78189
C -3.09020 -2.65804 -3.08567
C -4.43846 -2.86934 -3.46999
C -4.86191 -4.15198 -3.83061
N -5.20851 -5.21899 -4.13124
C -5.30560 -1.76226 -3.45038
N -6.00868 -0.84374 -3.39559
```

No. 8
ORCA calculation (ωB97M-V/def2-TZVPD) on a structure of composition C45H37N7O2Sr at a distorted geometry.

Kohn-Sham gap: 6.35 eV
spin multiplicity: 1
HOMO energy: -0.2528 Eh
energy above the lowest of the compared OMol25 structures with the same formula, charge and spin: 10.3 kcal/mol
energy: -2301.5632 a.u.
total charge: 0

The geometry in XYZ format:
```
92
C45H37N7O2Sr | OMol25 | ωB97M-V/def2-TZVPD
Sr 0.82885 -0.59970 -0.59830
C -2.77693 -0.78391 -0.48634
C -2.51409 0.57441 -1.06700
C -3.44028 1.20364 -1.89349
C -3.09236 2.38809 -2.50926
C -1.84755 2.94230 -2.25700
C -1.00233 2.28217 -1.38200
N -1.32031 1.11372 -0.81481
C 0.31291 2.88943 -0.97809
C 0.45818 4.27140 -0.96527
C 1.64204 4.81428 -0.50425
C 2.64014 3.97034 -0.05713
C 2.42536 2.60002 -0.10603
N 1.28778 2.07018 -0.56547
C 3.46733 1.65344 0.42028
C 4.81009 1.99508 0.39331
C 5.72396 1.11535 0.95197
C 5.26701 -0.05807 1.51714
C 3.90402 -0.34735 1.47659
C 3.36357 -1.61689 2.06535
N 3.02913 0.49313 0.92078
H -3.84627 -0.95706 -0.36354
H -2.28612 -0.90048 0.47966
H -2.39741 -1.55766 -1.15947
H -4.40049 0.73920 -2.07315
H -3.77658 2.87309 -3.19323
H -1.53527 3.84898 -2.75247
H -0.35723 4.90770 -1.27344
H 1.77263 5.88766 -0.46497
H 3.55515 4.36694 0.35797
H 5.13977 2.91219 -0.07394
H 6.78137 1.34546 0.94264
H 5.94974 -0.76182 1.97306
H 2.45950 -1.94782 1.55473
H 3.10683 -1.45809 3.11516
H 4.10240 -2.41588 2.01956
N 3.46234 -0.67207 -1.75828
C 3.72078 -1.51706 -2.87171
C 4.73349 -2.46140 -2.73975
C 5.04896 -3.31483 -3.78355
C 4.34665 -3.21656 -4.97518
C 3.33020 -2.28012 -5.08887
C 2.98158 -1.41675 -4.05132
C 1.80665 -0.50171 -4.23055
C 1.75991 0.20663 -5.43339
C 0.59444 0.84297 -5.83532
C -0.52981 0.71804 -5.03405
C -0.43122 0.05654 -3.81176
C 0.73903 -0.54390 -3.29704
H 4.28426 -0.58803 -1.17337
H 3.15318 0.24768 -2.05663
H 5.27977 -2.51946 -1.80390
H 5.83548 -4.04807 -3.66230
H 4.57609 -3.87156 -5.80466
H 2.75416 -2.22400 -6.00504
H 2.63804 0.24113 -6.07023
H 0.56034 1.38948 -6.76989
H -1.47746 1.13862 -5.35510
H -1.35359 0.00565 -3.23696
C -6.24036 0.79821 0.73930
O -6.11708 1.16447 2.10000
C -5.41808 0.32473 2.91482
C -5.25264 0.74834 4.23186
C -4.55491 -0.04598 5.11930
C -3.96982 -1.23585 4.70479
C -4.16412 -1.67211 3.40942
C -4.89618 -0.90164 2.51266
N -3.31210 -2.02004 5.73724
N -2.28076 -2.65791 5.49805
C -1.54860 -2.49570 4.25852
C -1.15176 -3.65111 3.64916
C -0.49786 -3.66626 2.40661
C -0.17696 -2.49071 1.74943
O 0.39085 -2.44376 0.58560
C -0.47804 -1.24778 2.45554
N -0.05429 -0.09152 1.85741
C -0.26726 1.04695 2.46360
C -0.85510 1.14029 3.73676
C -1.27337 -0.00024 4.35082
C -1.14230 -1.25056 3.69947
H -6.78119 1.60523 0.25286
H -6.80364 -0.13171 0.62697
H -5.25718 0.68711 0.27172
H -5.68931 1.68843 4.53929
H -4.43804 0.25575 6.15347
H -3.75142 -2.61811 3.08295
H -5.04831 -1.26803 1.50872
H -1.40045 -4.58515 4.14028
H -0.23447 -4.60200 1.93264
H 0.06705 1.94182 1.94822
H -0.95749 2.10374 4.21794
H -1.69260 0.04641 5.34391
```